1.
Formula: C38H27AlAsF5N3PS3Se2
Source: OMol25
Level of theory: ωB97M-V with the def2-TZVPD basis set

The value obtained for the relative energy (zero: lowest compared OMol25 entry of this formula, charge and spin) is 32.22 kJ/mol. The calculation puts the orbital gap at 4.47 eV. The highest occupied orbital energy is -0.2621 Ha. Its lowest unoccupied orbital energy is -0.0979 Ha. The total energy is -297826.3248 eV. As for the total charge: 0.

The geometry in XYZ format:
```
81
C38H27AlAsF5N3PS3Se2, DFT ωB97M-V with the def2-TZVPD basis set
Se -0.794 -2.379 -1.284
Se 2.754 -0.163 -2.531
As 2.573 -5.288 3.909
S -1.463 1.462 -1.516
S -2.185 0.265 1.081
S -3.792 2.534 0.012
P 1.129 -1.410 1.706
Al -0.398 -0.191 -0.279
F -1.949 -4.026 1.047
F -4.493 -4.409 1.803
F -3.449 -1.307 -2.515
F -6.518 -3.233 0.440
F -5.977 -1.677 -1.720
N 1.457 -0.010 -1.333
N 3.637 1.239 -1.944
N 0.896 1.361 0.382
C 3.508 0.029 2.609
C -1.134 -6.979 2.646
C 4.821 -5.694 0.346
C 1.773 1.034 -0.601
C 4.153 -5.162 1.441
C 3.347 -7.345 2.011
C -3.666 -2.069 -1.445
C -2.538 1.480 -0.139
C 1.441 -3.211 2.052
C -2.920 -3.448 0.325
C -1.402 -6.091 4.861
C 3.392 -5.976 2.276
C -2.606 -2.656 -0.769
C 4.008 -7.878 0.914
C 0.740 -5.941 3.751
C 4.963 -1.011 0.489
C -1.763 -1.495 4.509
C 2.962 1.742 -0.925
C 3.630 -1.347 0.655
C 4.847 0.370 2.443
C -0.898 -1.764 3.463
C -0.069 -5.707 4.862
C -1.551 -0.389 5.321
C 2.230 -3.419 3.343
C -0.474 0.445 5.071
C 4.743 -7.052 0.074
C -5.258 -3.045 0.048
C 2.876 -0.834 1.719
C 0.195 -6.578 2.639
C 0.208 -0.941 3.214
C 3.244 2.896 -0.131
C 5.578 -0.142 1.384
C -4.979 -2.252 -1.049
C -1.935 -6.733 3.752
C 1.174 2.424 1.074
C 0.397 0.175 4.023
C 2.347 3.214 0.840
C -4.223 -3.646 0.737
H 2.786 -8.001 2.667
H 1.969 -3.622 1.192
H -1.103 -2.614 2.822
H 5.318 1.035 3.156
H -2.616 -2.140 4.675
H 5.258 -7.467 -0.783
H 1.709 -2.965 4.188
H -2.234 -0.170 6.131
H -0.312 1.320 5.689
H 3.955 -8.942 0.718
H -2.974 -7.034 3.747
H -2.020 -5.903 5.730
H 6.619 0.125 1.255
H 2.981 0.421 3.465
H 1.205 0.867 3.839
H 0.804 -6.760 1.763
H 5.409 -5.045 -0.293
H -1.551 -7.473 1.777
H 4.134 3.483 -0.310
H 3.166 -2.032 -0.049
H 5.527 -1.428 -0.337
H 0.452 2.695 1.837
H 0.352 -5.226 5.739
H 3.206 -2.935 3.284
H 2.513 4.084 1.461
H 0.478 -3.717 2.086
H 4.240 -4.101 1.645
```

2.
Formula: C26H39ClCuN3O4Se
Source: OMol25
Level of theory: ωB97M-V with the def2-TZVPD basis set

Its spin multiplicity is 2. The value obtained for the relative energy (zero: lowest compared OMol25 entry of this formula, charge and spin) is 24.53 kJ/mol. The calculation puts the orbital gap (spin up / spin down) at 6.82 / 5.29 eV. The highest occupied orbital energy (spin up / spin down) is -0.1490 / -0.1441 Ha. Its lowest unoccupied orbital energy (spin up / spin down) is 0.1016 / 0.0504 Ha. The total energy is -162764.6820 eV. As for the total charge: -1.

The geometry in XYZ format:
```
75
C26H39ClCuN3O4Se, DFT ωB97M-V with the def2-TZVPD basis set
Se 0.034 -2.168 0.744
Cu 1.645 0.003 -0.062
Cl 2.451 -0.073 1.933
O 0.934 1.909 -0.149
O 0.143 -0.436 -1.982
O -0.934 1.887 2.724
O -2.493 0.222 -0.604
N -0.883 0.601 4.624
N -0.504 3.495 -0.900
N -2.756 -1.659 -1.889
C -3.009 -1.742 3.519
C -0.753 -3.351 3.190
C -1.650 -3.619 4.210
C -1.881 1.398 5.311
C 1.422 -1.780 -3.443
C -3.250 -2.456 -0.790
C 3.246 -0.994 -1.149
C -2.599 -2.293 -3.188
C -1.006 -2.318 2.261
C 1.886 -4.227 -4.714
C 0.978 -4.144 -3.653
C -0.125 2.224 -0.730
C -2.786 -2.821 4.385
C 2.595 -0.003 -1.828
C 3.229 1.265 -2.278
C 2.269 -1.847 -4.542
C -2.131 -1.479 2.474
C 2.521 -3.065 -5.173
C -0.212 -0.422 5.412
C 0.758 -2.923 -3.014
C -2.427 -0.366 -1.691
C 0.170 4.549 -0.174
C 1.248 -0.440 -2.713
C -0.454 0.958 3.390
C -1.431 3.867 -1.948
C 4.644 -0.884 -0.652
H 4.114 1.092 -2.893
H -1.413 1.973 6.119
H -0.961 -0.962 6.012
H -3.560 -2.325 -3.730
H 3.535 1.846 -1.407
H 0.452 -5.022 -3.280
H -3.860 -3.271 -1.198
H -2.233 -3.321 -3.060
H -2.255 4.469 -1.552
H 4.786 -1.596 0.174
H -1.461 -4.451 4.882
H -2.633 0.733 5.750
H 0.084 -2.844 -2.157
H 0.378 0.336 2.996
H -2.086 0.132 -2.620
H -2.347 2.074 4.593
H -3.878 -1.091 3.657
H -0.931 4.461 -2.723
H 0.747 4.109 0.639
H 0.535 0.027 6.091
H 0.828 5.112 -0.844
H -1.834 2.958 -2.402
H 0.142 -3.946 3.039
H -1.879 -1.711 -3.777
H 1.212 0.348 -3.499
H -2.402 -2.891 -0.233
H -3.491 -3.019 5.195
H 2.747 -0.928 -4.881
H 2.075 -5.194 -5.191
H 2.539 1.883 -2.847
H -3.838 -1.838 -0.104
H 5.370 -1.132 -1.447
H 4.870 0.127 -0.274
H 0.293 -1.133 4.745
H -0.575 5.247 0.220
H 2.784 -1.998 -1.096
H -2.315 -0.674 1.754
H 3.224 -3.127 -6.006
H -0.808 1.481 -1.148
```

3.
Formula: C21H26NO2
Source: OMol25
Level of theory: ωB97M-V with the def2-TZVPD basis set

The value obtained for the relative energy (zero: lowest compared OMol25 entry of this formula, charge and spin) is 293.02 kJ/mol. The calculation puts the orbital gap at 5.62 eV. The highest occupied orbital energy is -0.3973 Ha. Its lowest unoccupied orbital energy is -0.1907 Ha. The total energy is -27776.1430 eV. As for the total charge: +1.

The geometry in XYZ format:
```
50
C21H26NO2, DFT ωB97M-V with the def2-TZVPD basis set
O -2.999 -0.804 1.888
O 3.374 0.184 1.791
N -2.788 1.020 5.666
C 3.972 -1.090 1.802
C -3.242 2.986 7.054
C -0.173 -0.929 1.881
C -1.637 0.585 6.354
C -0.677 1.451 6.868
C -5.579 3.949 6.727
C -2.243 0.326 1.973
C -4.740 2.250 5.068
C -5.964 2.748 5.853
C 0.530 -0.390 7.800
C -4.492 3.566 7.744
C -4.377 -0.509 1.902
C -0.059 1.486 1.981
C 1.193 -0.991 1.833
C -0.848 0.309 1.954
C -0.379 -1.267 7.242
C -1.449 -0.782 6.523
C 0.387 0.968 7.600
C 1.309 1.408 1.921
C -3.550 2.001 5.956
C 1.974 0.173 1.848
H -4.949 -1.437 1.850
H -0.765 -1.827 1.856
H -2.628 2.482 7.809
H -4.893 2.830 8.452
H -6.343 1.939 6.489
H -4.978 1.313 4.552
H -4.216 4.438 8.352
H 3.676 -1.646 0.910
H -0.541 2.447 2.036
H 1.910 2.299 1.923
H -0.755 2.506 6.676
H -2.154 -1.455 6.065
H 1.351 -0.765 8.389
H -4.467 2.965 4.286
H -2.629 3.795 6.642
H 1.105 1.652 8.021
H 1.671 -1.951 1.772
H 3.678 -1.625 2.706
H -6.790 3.000 5.175
H -6.459 4.380 7.225
H -2.761 1.269 2.048
H 5.057 -0.970 1.799
H -4.633 0.117 1.045
H -0.253 -2.330 7.368
H -5.189 4.742 6.076
H -4.632 0.009 2.827
```

4.
Formula: C4H11NOS
Source: OMol25
Level of theory: ωB97M-V with the def2-TZVPD basis set

The value obtained for the relative energy (zero: lowest compared OMol25 entry of this formula, charge and spin) is 259.29 kJ/mol. The calculation puts the orbital gap at 9.18 eV. The highest occupied orbital energy is -0.3145 Ha. Its lowest unoccupied orbital energy is 0.0227 Ha. The total energy is -18697.2313 eV. As for the total charge: 0.

The geometry in XYZ format:
```
18
C4H11NOS, DFT ωB97M-V with the def2-TZVPD basis set
S -0.603 0.719 1.152
O -0.543 -2.798 -0.588
N 0.608 1.853 1.066
C -1.279 2.215 -1.155
C -1.194 0.712 -0.633
C 1.676 -2.443 0.279
C 0.219 -2.769 0.326
H 1.821 -1.517 0.651
H 1.535 1.660 1.653
H -2.055 2.611 -0.442
H 2.090 -2.299 -0.770
H -1.653 2.122 -2.170
H -2.266 0.354 -0.673
H 2.259 -3.214 0.758
H -0.125 -2.711 1.484
H -0.241 2.744 -1.211
H -0.638 0.011 -1.191
H 0.390 2.750 1.464
```